1.
{
  "formula": "C21H32N2O3",
  "method": "wB97M-V/def2-TZVPD",
  "total_charge": 0,
  "e_tot_ev": -31420.693,
  "gap_ev": 8.77,
  "e_homo_ha": -0.2977,
  "e_above_lowest_kj_mol": 37.5,
  "smiles": "CC[C@H](C)[C@@H](NC(=O)[C@H]1CC[C@@H](C)CC1)C(=O)Nc1ccc(OC)cc1",
  "largest_force_ev_per_a": 0.59,
  "elements": ["C", "C", "C", "C", "C", "N", "C", "O", "C", "C", "C", "C", "C", "C", "C", "C", "O", "N", "C", "C", "C", "C", "O", "C", "C", "C", "H", "H", "H", "H", "H", "H", "H", "H", "H", "H", "H", "H", "H", "H", "H", "H", "H", "H", "H", "H", "H", "H", "H", "H", "H", "H", "H", "H", "H", "H", "H", "H"],
  "coordinates": [[-0.9906, -3.0139, -1.2975], [-0.9076, -2.7940, 0.2086], [0.3197, -1.9901, 0.6522], [0.3996, -1.9524, 2.1781], [0.3010, -0.5541, 0.0712], [-0.8188, 0.2118, 0.5572], [-1.8531, 0.5645, -0.2375], [-1.9664, 0.1571, -1.3775], [-2.8926, 1.4334, 0.4614], [-3.8043, 0.5057, 1.2877], [-4.9006, -0.0593, 0.3932], [-5.8842, 1.0447, -0.0230], [-6.5628, 0.6754, -1.3397], [-5.1571, 2.3956, -0.1298], [-3.7109, 2.2158, -0.5744], [1.5879, 0.1829, 0.4550], [1.6006, 1.0274, 1.3265], [2.6623, -0.2300, -0.2597], [4.0014, 0.1766, -0.1602], [4.4419, 1.1182, 0.7672], [5.7731, 1.4687, 0.8115], [6.6995, 0.8956, -0.0613], [7.9876, 1.3177, 0.0727], [8.9642, 0.7780, -0.7835], [6.2592, -0.0444, -0.9863], [4.9219, -0.3958, -1.0295], [-1.7765, -3.7305, -1.5232], [-1.2309, -2.0860, -1.8093], [-0.0516, -3.4056, -1.6855], [-1.8110, -2.2812, 0.5427], [-0.8703, -3.7631, 0.7123], [1.2176, -2.4894, 0.2682], [-0.5133, -1.5342, 2.5953], [0.5235, -2.9586, 2.5719], [1.2396, -1.3477, 2.5112], [0.2069, -0.6036, -1.0191], [-0.6491, 0.7001, 1.4254], [-2.3736, 2.1185, 1.1389], [-3.2120, -0.3026, 1.7233], [-4.2545, 1.0641, 2.1109], [-4.4339, -0.4907, -0.4940], [-5.4372, -0.8584, 0.9085], [-6.6596, 1.1338, 0.7469], [-7.0364, -0.3010, -1.2614], [-5.8321, 0.6378, -2.1443], [-7.3256, 1.4066, -1.5992], [-5.1713, 2.9059, 0.8359], [-5.6810, 3.0356, -0.8418], [-3.6851, 1.6659, -1.5170], [-3.2488, 3.1892, -0.7486], [2.4910, -0.9212, -0.9775], [3.7375, 1.5705, 1.4442], [6.1256, 2.1969, 1.5241], [9.9008, 1.2554, -0.5000], [9.0583, -0.3054, -0.6551], [8.7482, 1.0026, -1.8332], [6.9419, -0.5108, -1.6786], [4.5926, -1.1278, -1.7542]],
  "forces_ev_per_a": [[-0.0849, 0.0429, 0.1718], [0.2970, 0.0365, -0.2484], [-0.2585, 0.0245, 0.1403], [0.1776, -0.0383, -0.2577], [-0.0293, -0.1762, -0.0362], [0.5136, -0.1326, 0.2553], [-0.1126, 0.2780, 0.4019], [-0.0841, -0.1101, -0.3672], [-0.0724, -0.0003, -0.2165], [-0.0234, -0.1918, -0.0340], [-0.0918, 0.0970, 0.2546], [-0.0429, -0.0230, -0.1446], [-0.0140, 0.0866, 0.2960], [0.0474, -0.0136, 0.0235], [-0.0438, 0.1161, 0.0337], [-0.3770, -0.2291, -0.3944], [0.0881, 0.1852, 0.2315], [-0.0324, -0.2573, -0.2470], [0.3820, 0.0588, 0.0080], [-0.0891, 0.0406, 0.0597], [0.3035, -0.1268, -0.2166], [-0.1841, 0.0174, 0.0707], [-0.1975, 0.1078, 0.1697], [0.1307, -0.0776, -0.1188], [0.3142, 0.1042, 0.0326], [-0.2445, 0.1049, 0.1743], [-0.0512, -0.0772, -0.1087], [0.0071, 0.0448, -0.1072], [0.1057, -0.0855, -0.0828], [-0.0621, 0.0014, 0.1399], [-0.0478, 0.0304, 0.0898], [-0.0320, -0.0034, -0.0228], [-0.1130, 0.0511, 0.0798], [-0.0162, -0.0747, 0.0591], [0.0756, 0.0381, 0.1520], [0.0516, 0.0332, 0.1230], [-0.1104, 0.0967, -0.1181], [0.0129, -0.0293, -0.0327], [-0.0076, 0.0546, 0.0960], [0.0224, 0.0041, 0.0559], [-0.0063, -0.0917, -0.0817], [0.0067, -0.0569, -0.0684], [0.0590, -0.0223, -0.0130], [-0.0560, -0.1232, -0.0659], [0.0955, -0.0247, -0.1456], [-0.0878, 0.0509, -0.0758], [-0.0534, 0.0767, 0.0174], [-0.0460, 0.0733, 0.0505], [0.0475, 0.0511, -0.0033], [0.0260, -0.0347, -0.0850], [-0.1058, 0.1302, 0.1509], [-0.0153, 0.0165, 0.0232], [0.0299, 0.0942, 0.0958], [-0.0396, -0.0643, -0.0607], [-0.0121, 0.0359, -0.0173], [0.0007, -0.0219, 0.0346], [0.0820, -0.0212, -0.0449], [-0.0316, -0.0760, -0.0765]]
}

---

2.
{
  "formula": "C21H32N4O",
  "method": "wB97M-V/def2-TZVPD",
  "total_charge": 0,
  "e_tot_ev": -30303.715,
  "gap_ev": 8.93,
  "e_homo_ha": -0.3018,
  "e_above_lowest_kj_mol": 55.8,
  "smiles": "CC(C)n1cc(CN2CCN(CCc3ccccc3)[C@@H](CCO)C2)cn1",
  "largest_force_ev_per_a": 0.86,
  "elements": ["C", "C", "C", "N", "C", "C", "C", "N", "C", "C", "N", "C", "C", "C", "C", "C", "C", "C", "C", "C", "C", "C", "O", "C", "C", "N", "H", "H", "H", "H", "H", "H", "H", "H", "H", "H", "H", "H", "H", "H", "H", "H", "H", "H", "H", "H", "H", "H", "H", "H", "H", "H", "H", "H", "H", "H", "H", "H"],
  "coordinates": [[-1.0674, -5.7286, 0.9039], [-0.6194, -5.5627, 2.3554], [-1.7873, -5.7245, 3.3269], [0.0193, -4.2808, 2.5409], [-0.5162, -3.0537, 2.3937], [0.4812, -2.1392, 2.6662], [0.3870, -0.6513, 2.6278], [-0.1699, -0.2013, 1.3618], [0.7060, -0.4979, 0.2436], [-0.0015, -0.1367, -1.0658], [-0.4458, 1.2451, -1.1170], [0.6074, 2.1854, -1.4553], [0.7645, 2.2845, -2.9825], [1.7879, 3.3252, -3.3278], [3.1384, 3.0008, -3.3673], [4.0899, 3.9666, -3.6422], [3.7029, 5.2743, -3.8801], [2.3602, 5.6091, -3.8413], [1.4112, 4.6411, -3.5646], [-1.2233, 1.5762, 0.0678], [-2.5880, 0.8692, 0.0133], [-3.6951, 1.6797, 0.6887], [-4.1440, 2.7594, -0.0955], [-0.4860, 1.2125, 1.3670], [1.5960, -2.9354, 2.9711], [1.2978, -4.2186, 2.8934], [-1.8351, -5.0002, 0.6539], [-1.4726, -6.7253, 0.7521], [-0.2244, -5.5895, 0.2313], [0.1557, -6.3010, 2.5868], [-2.5707, -5.0025, 3.1091], [-2.2047, -6.7240, 3.2415], [-1.4503, -5.5742, 4.3497], [-1.5351, -2.8968, 2.1063], [-0.2847, -0.3059, 3.4221], [1.3865, -0.2175, 2.8163], [1.6601, 0.0572, 0.3283], [0.9364, -1.5652, 0.2518], [-0.8809, -0.7752, -1.1751], [0.6643, -0.3255, -1.9087], [0.3362, 3.1748, -1.0772], [1.5795, 1.9210, -1.0131], [1.0673, 1.3147, -3.3794], [-0.2053, 2.5405, -3.4104], [3.4455, 1.9801, -3.1859], [5.1361, 3.6983, -3.6723], [4.4445, 6.0289, -4.0968], [2.0514, 6.6275, -4.0279], [0.3637, 4.9068, -3.5372], [-1.3810, 2.6624, 0.0556], [-2.5002, -0.1002, 0.5024], [-2.8630, 0.7155, -1.0314], [-3.3519, 2.0409, 1.6704], [-4.5772, 1.0544, 0.8451], [-3.3762, 3.2451, -0.4174], [0.4253, 1.8347, 1.4604], [-1.1299, 1.4252, 2.2241], [2.5848, -2.6231, 3.2435]],
  "forces_ev_per_a": [[0.1991, -0.0219, 0.2090], [-0.3697, -0.5004, -0.1185], [0.2829, -0.0155, -0.0623], [0.1070, 0.4308, 0.0606], [0.1772, 0.2867, 0.0592], [-0.0145, -0.0980, 0.0807], [-0.1461, -0.0273, 0.0231], [0.0779, 0.0821, 0.0563], [-0.0621, -0.0683, -0.3225], [0.1448, -0.1465, 0.1349], [0.0000, 0.1762, -0.0364], [-0.0428, -0.0922, -0.2939], [0.0804, 0.1191, 0.3287], [-0.0005, -0.0962, -0.1111], [-0.0217, 0.0195, -0.0062], [0.1107, -0.0045, 0.0113], [0.0683, 0.0775, -0.0208], [0.0024, 0.1110, -0.0009], [-0.0008, -0.0398, 0.0087], [-0.2463, -0.0919, 0.1478], [-0.1727, 0.3281, 0.2149], [0.2226, -0.4675, 0.1479], [-0.0065, 0.4289, -0.3088], [-0.1207, 0.1951, -0.1069], [-0.3628, 0.1422, -0.0771], [0.5794, -0.6229, 0.1434], [-0.1066, 0.0677, -0.0436], [-0.0749, -0.0930, -0.0350], [0.0514, 0.0089, -0.0775], [-0.1054, 0.1985, -0.0311], [-0.1143, 0.0669, -0.0198], [-0.0797, -0.0912, -0.0143], [-0.0019, 0.0096, 0.0913], [-0.2625, -0.0041, -0.0913], [0.1302, 0.0797, -0.0505], [-0.0909, 0.0107, 0.0202], [-0.0221, -0.0423, 0.0433], [0.0511, 0.0561, -0.0351], [0.0682, -0.1154, -0.0360], [-0.0425, -0.0543, -0.0317], [0.0383, -0.0355, 0.0372], [-0.0108, 0.1020, 0.0251], [-0.0432, -0.0313, -0.0549], [-0.0105, -0.0510, -0.0032], [0.0227, -0.1200, 0.0119], [0.0781, -0.0194, -0.0062], [0.0547, 0.0565, -0.0208], [-0.0231, 0.0759, -0.0181], [-0.1225, 0.0179, -0.0067], [0.0430, -0.0530, 0.0044], [-0.0433, -0.0815, -0.0229], [-0.0248, -0.0474, -0.0055], [-0.0697, -0.0926, -0.0144], [0.1049, 0.0261, 0.0718], [-0.0906, 0.0050, 0.0182], [-0.0573, -0.0388, 0.0439], [0.0332, 0.0413, 0.0355], [0.2351, 0.0437, 0.0548]]
}